(1)
Entry from OMol25: the ion C15H28BFN2O6PS with charge -1 (the ωB97M-V functional and the def2-TZVPD basis).

As for the LUMO energy: 2.46 eV. The orbital gap is 0.2932 hartree. The total energy is -2013.82353 a.u.

Geometry as ORCA input:
```
! wB97M-V def2-TZVPD RIJCOSX def2/J DEFGRID3
* xyz -1 1
C 5.3133 -1.4812 -0.3654
C 3.8191 -1.5037 -0.0165
C 3.0383 -0.3112 -0.6019
C 2.1400 -0.7117 -1.7666
O 0.9130 -1.2535 -1.2937
C -0.2459 -0.4540 -1.3920
P -1.0084 -1.1635 -2.9210
O -0.0598 -1.1919 -4.0387
O -1.4933 -2.6656 -2.5778
O -2.3329 -0.3327 -3.3450
O -0.0904 0.8894 -1.5634
B -0.1958 1.6268 -0.2655
C -1.3463 2.7876 -0.3185
C -1.5277 3.6518 0.9145
C -0.4373 4.6988 1.1531
F -1.6726 2.8658 2.0718
N 1.2243 2.3225 0.0156
C 1.9427 2.7634 -0.8261
S 2.9463 3.3188 -1.9395
O -0.5027 0.5501 0.6694
C -1.0118 -0.5771 0.0367
C -2.5155 -0.4870 -0.2483
C -3.4312 -0.1744 0.9367
N -0.6247 -1.8331 0.6242
C -0.9731 -2.1875 1.7867
C -1.1293 -3.6695 2.0493
C -1.1230 -1.2577 2.9719
H 5.4868 -1.8567 -1.3733
H 5.6690 -0.4528 -0.2993
H 5.8825 -2.0670 0.3570
H 3.7458 -1.4550 1.0720
H 3.3585 -2.4412 -0.3305
H 3.7277 0.4592 -0.9545
H 2.4364 0.1219 0.1930
H 2.6344 -1.5360 -2.2903
H 1.9997 0.0782 -2.5007
H -2.4039 -2.7228 -2.2777
H -3.1354 -0.6909 -2.9565
H -1.1195 3.4484 -1.1606
H -2.2983 2.2894 -0.5149
H -2.4735 4.1937 0.8165
H 0.3593 4.6536 0.4195
H -0.0164 4.5416 2.1456
H -0.8742 5.6976 1.1665
H -2.8733 -1.4232 -0.6846
H -2.6307 0.3343 -0.9531
H -3.4327 -0.9978 1.6476
H -3.1227 0.7508 1.4207
H -4.4517 -0.0472 0.5714
H -0.1560 -4.1546 1.9519
H -1.7980 -4.1019 1.3104
H -1.4759 -3.8687 3.0614
H -0.1127 -1.0111 3.3069
H -1.6379 -1.7269 3.8090
H -1.5811 -0.3091 2.7224
*
```


(2)
Entry from OMol25: the molecule C20H18ClN3O4 (the ωB97M-V functional and the def2-TZVPD basis).

As for the LUMO energy: -0.41 eV. The orbital gap is 0.2807 hartree. Its SMILES is O=C(c1ccc2nc3ccc(Cl)cc3c(=O)n2c1)N1CCC2(CC1)OCCO2. The total energy is -1698.39888 a.u.

Geometry as ORCA input:
```
! wB97M-V def2-TZVPD RIJCOSX def2/J DEFGRID3
* xyz 0 1
O -2.3656 -2.8673 -1.5881
C -2.1112 -1.8710 -0.9386
C -0.7696 -1.7213 -0.2774
C -0.4198 -2.5925 0.7923
C 0.8221 -2.5315 1.3287
C 1.7983 -1.6111 0.8433
N 2.9756 -1.5788 1.3884
C 3.8997 -0.7096 0.9166
C 5.1791 -0.6848 1.4996
C 6.1338 0.1871 1.0453
C 5.8407 1.0644 -0.0064
Cl 7.0644 2.1520 -0.5563
C 4.6012 1.0691 -0.5989
C 3.6206 0.1809 -0.1424
C 2.3104 0.1816 -0.7557
O 1.9322 0.9145 -1.6454
N 1.4187 -0.7841 -0.2103
C 0.1671 -0.8650 -0.7517
N -2.9832 -0.8562 -0.7654
C -2.7572 0.2650 0.1283
C -3.7725 1.3671 -0.1406
C -5.2065 0.8714 0.1507
C -5.3654 -0.5884 -0.2971
C -4.3169 -0.9795 -1.3269
O -5.4983 0.9658 1.5331
C -6.1138 2.2144 1.7732
C -6.4605 2.7535 0.3694
O -6.1620 1.6819 -0.4959
H -1.1525 -3.2990 1.1495
H 1.1377 -3.1714 2.1357
H 5.3826 -1.3691 2.3072
H 7.1166 0.2072 1.4901
H 4.3591 1.7381 -1.4100
H 0.0027 -0.1962 -1.5857
H -2.8549 -0.0592 1.1736
H -1.7483 0.6574 -0.0160
H -3.5493 2.2228 0.4975
H -3.7213 1.6895 -1.1808
H -5.2781 -1.2156 0.5905
H -6.3641 -0.7108 -0.7141
H -4.4416 -2.0210 -1.6321
H -4.4091 -0.3466 -2.2158
H -7.0008 2.0402 2.3869
H -5.4305 2.8837 2.3081
H -5.8554 3.6341 0.1192
H -7.5174 2.9950 0.2519
*
```


(3)
Entry from OMol25: a cluster of 12 separate species, C5H36N2O12 in total (the ωB97M-V functional and the def2-TZVPD basis).

As for the LUMO energy: 0.11 eV. The orbital gap is 0.3365 hartree. Its SMILES is NCNCCCCO.O.O.O.O.O.O.O.O.O.O.O. The total energy is -1224.35963 a.u.

Geometry as ORCA input:
```
! wB97M-V def2-TZVPD RIJCOSX def2/J DEFGRID3
* xyz 0 1
N 0.0819 -1.6494 -2.7067
C 0.4917 -2.0886 -1.3344
N -0.0576 -1.0894 -0.3785
C 0.9928 -0.2000 0.0747
C 0.3609 0.9160 0.9484
C -0.3566 0.3819 2.2526
C 0.6221 -0.3378 3.2455
O 1.9256 -0.0041 2.9708
H 0.0462 -0.6684 -2.8562
H -0.9000 -2.1208 -2.8789
H 1.6955 -1.9703 -1.4369
H 0.2226 -3.0843 -1.3546
H -0.4712 -1.4608 0.3896
H 1.6007 0.1854 -0.9028
H 1.7242 -0.6655 0.8212
H 1.2974 1.4590 1.3113
H -0.2434 1.5954 0.4237
H -1.0736 -0.4412 1.9973
H -0.8963 1.2162 2.6941
H 0.1754 -0.0915 4.2638
H 0.6104 -1.4105 3.0395
H 2.0269 1.0056 3.0757
O 2.2629 3.1392 -0.7131
H 2.3171 2.6083 -1.5040
H 2.8627 3.8365 -0.9493
O -0.2459 3.7981 -0.2424
H -0.6689 2.9642 -0.6719
H 0.6927 3.8312 -0.2023
O -2.4479 3.1134 1.2839
H -1.5440 3.3077 0.9891
H -2.8212 4.0247 1.5515
O -4.6726 0.8970 -1.6338
H -4.6606 0.7697 -0.6690
H -4.5961 1.8405 -1.6925
O 2.2267 1.6152 -2.7639
H 2.6713 0.7447 -2.9972
H 1.3479 1.4118 -2.6745
O 3.2979 -3.9498 -0.8877
H 2.4928 -4.3391 -0.5112
H 3.6565 -3.1963 -0.4609
O -0.6286 -4.0593 0.6704
H -1.3706 -3.5566 0.4768
H -0.8116 -5.0895 0.6580
O -3.2360 0.7236 0.3778
H -2.5062 1.1163 -0.1578
H -3.3192 1.4170 0.9993
O 4.5801 -1.5520 -0.3309
H 4.2494 -0.8876 0.2876
H 5.0660 -1.0274 -0.8956
O -2.5757 -1.6951 1.3624
H -2.6662 -0.7456 1.0108
H -3.5066 -2.1046 1.7289
O -1.7104 0.9268 -1.7194
H -2.5320 0.4045 -2.0613
H -1.0791 0.2355 -1.3171
*
```


(4)
Entry from OMol25: a cluster of 4 separate species, C36H55N2O13PS in total (the ωB97M-V functional and the def2-TZVPD basis).

As for the LUMO energy: -0.78 eV. The orbital gap is 0.2959 hartree. The total energy is -3231.74432 a.u.

Geometry as ORCA input:
```
! wB97M-V def2-TZVPD RIJCOSX def2/J DEFGRID3
* xyz 0 1
C -3.3286 1.4217 3.3801
P -3.8760 0.6879 1.7726
O -5.0023 1.7852 1.2635
C -2.4095 1.0891 0.7331
C -2.3902 2.2889 0.0236
C -1.2844 2.6110 -0.7426
C -0.2124 1.7205 -0.7960
C -0.2381 0.5125 -0.1266
C -1.3492 0.1816 0.6533
C -1.3363 -1.1438 1.3809
C -0.6685 -0.9505 2.7187
O 0.5096 -0.8242 2.8393
C 0.9725 2.1324 -1.6014
O 1.6059 1.3595 -2.2781
C 1.2756 3.5750 -1.5184
C 2.5917 4.0637 -1.4806
N 3.6581 3.1719 -1.4866
C 2.7850 5.4453 -1.3895
C 1.6954 6.3033 -1.3519
N 1.9549 7.7366 -1.2669
C 1.7516 8.2010 -0.1640
S 1.4810 8.8200 1.2332
C 0.3892 5.8428 -1.4047
C 0.2010 4.4709 -1.4775
C -1.1690 3.8865 -1.4890
O -2.0903 4.3994 -2.0622
H -4.0659 2.1463 3.7225
H -3.2025 0.6558 4.1353
H -2.3880 1.9571 3.2691
H -4.8497 2.6444 1.6779
H -3.2297 2.9638 0.0660
H 0.6102 -0.1503 -0.1990
H -2.3538 -1.5091 1.4970
H -0.7690 -1.8608 0.7978
H -1.3322 -0.9003 3.5974
H 4.5574 3.6218 -1.5534
H 3.5491 2.4162 -2.1469
H 3.7846 5.8465 -1.3378
H -0.4455 6.5243 -1.3820
C 0.7716 -4.7395 2.1957
O -0.4644 -5.1912 1.6767
C -0.4810 -5.3388 0.2685
C -1.2023 -6.5968 -0.1667
O -0.5332 -7.8109 0.1313
C -0.4633 -8.2566 1.4765
C -1.7689 -8.7423 2.0694
O -2.6722 -7.6778 2.3135
C -4.0177 -7.9776 2.0133
H 0.8707 -3.6558 2.0693
H 0.7916 -4.9721 3.2600
H 1.6194 -5.2424 1.7202
H 0.5373 -5.3521 -0.1350
H -1.0084 -4.4771 -0.1643
H -1.2530 -6.5689 -1.2583
H -2.2312 -6.6056 0.1965
H 0.0075 -7.5116 2.1200
H 0.2074 -9.1191 1.4444
H -1.5476 -9.2311 3.0274
H -2.2129 -9.4858 1.3986
H -4.1073 -8.5089 1.0601
H -4.5540 -7.0329 1.9297
H -4.4765 -8.5748 2.8088
C -7.2817 8.6155 -2.7474
O -6.1204 9.2655 -3.2127
C -5.3450 9.8769 -2.1974
C -3.8594 9.6682 -2.4045
O -3.3965 8.3447 -2.1996
C -3.7136 7.3351 -3.1510
C -3.0194 7.4661 -4.4879
O -3.5219 8.5535 -5.2495
C -2.5350 9.2715 -5.9553
H -8.0844 9.3343 -2.5484
H -7.6116 7.9308 -3.5281
H -7.0817 8.0337 -1.8416
H -5.6252 9.4967 -1.2089
H -5.5436 10.9569 -2.2166
H -3.3511 10.2610 -1.6391
H -3.5392 10.0606 -3.3712
H -4.7928 7.2298 -3.2733
H -3.3555 6.4090 -2.6999
H -3.1945 6.5423 -5.0537
H -1.9412 7.5701 -4.3236
H -1.6504 9.4529 -5.3355
H -2.9629 10.2351 -6.2306
H -2.2384 8.7433 -6.8682
C 8.4153 -4.6002 0.6633
O 7.7733 -5.2765 1.7215
C 6.9141 -4.4623 2.4999
C 5.6251 -5.1688 2.8631
O 4.7256 -5.3885 1.7876
C 5.0525 -6.3499 0.7947
C 5.0235 -7.7939 1.2489
O 6.1034 -8.1054 2.1120
C 5.7627 -8.9561 3.1844
H 9.2709 -4.0203 1.0262
H 8.7755 -5.3521 -0.0381
H 7.7252 -3.9363 0.1323
H 6.6760 -3.5309 1.9747
H 7.4348 -4.2049 3.4316
H 5.0845 -4.5058 3.5436
H 5.8230 -6.0897 3.4136
H 5.9965 -6.1100 0.3036
H 4.2675 -6.2420 0.0414
H 5.1005 -8.4321 0.3590
H 4.0629 -7.9974 1.7352
H 4.8149 -8.6596 3.6461
H 6.5492 -8.8713 3.9336
H 5.6985 -9.9992 2.8564
*
```